Molecular formula: C5H8O2
Method: DFT, the ωB97M-V functional and the def2-TZVPD basis

Positions of all 15 atoms, in Å:
C -1.63 0.15 -0.16
C 0.21 -1.28 0.52
C 0.60 -0.44 -1.23
C -0.16 0.13 -0.06
C 0.50 1.31 0.64
O -2.29 -0.56 -0.88
O 0.73 -1.67 -0.69
H -2.06 0.94 0.57
H 0.97 -1.14 1.31
H -0.65 -1.85 0.97
H 0.16 -0.53 -2.24
H 1.59 0.05 -1.14
H 1.68 1.26 0.77
H 0.08 1.38 1.60
H 0.26 2.26 0.02

Results
Energy (Ha): -345.70943
Net charge: 0
HOMO level (eV): -9.620
Multiplicity: 1
Frontier orbital gap (eV): 10.406
Energy relative to the best compared isomer or geometry (same formula, charge and spin) (kJ/mol): 250.8

***

Molecular formula: C5H8O2
Method: DFT, the ωB97M-V functional and the def2-TZVPD basis

Positions of all 15 atoms, in Å:
O -1.81 1.04 0.81
C -0.92 -0.11 0.62
C -0.50 -0.39 -0.83
C 0.93 -0.37 -0.35
C 2.07 -0.82 -0.85
O -1.33 2.21 0.05
C 0.53 0.23 0.99
H -2.66 0.85 0.37
H -1.38 -0.94 1.17
H -0.74 0.50 -1.43
H -0.88 -1.30 -1.30
H 3.01 -0.74 -0.30
H 2.12 -1.26 -1.84
H 0.63 1.32 0.99
H 0.93 -0.21 1.90

Results
Energy (Ha): -345.57969
Net charge: 0
HOMO level (eV): -9.015
Multiplicity: 1
Frontier orbital gap (eV): 9.536
Energy relative to the best compared isomer or geometry (same formula, charge and spin) (kJ/mol): 591.4

***

Molecular formula: C5H8O2
Method: DFT, the ωB97M-V functional and the def2-TZVPD basis

Positions of all 15 atoms, in Å:
C 1.02 1.11 1.12
C 1.08 0.16 -0.04
O 2.15 -0.34 -0.37
C -1.12 -0.90 0.27
C -1.51 0.19 -0.67
C -0.12 -0.34 -0.75
O 0.27 -1.10 -1.83
H 1.31 0.56 2.02
H 1.77 1.88 0.93
H 0.04 1.57 1.27
H 1.24 -1.19 -1.63
H -1.42 -1.92 0.06
H -1.00 -0.65 1.32
H -2.16 -0.10 -1.50
H -1.71 1.18 -0.28

Results
Energy (Ha): -345.76021
Net charge: 0
HOMO level (eV): -9.487
Multiplicity: 1
Frontier orbital gap (eV): 10.379
Energy relative to the best compared isomer or geometry (same formula, charge and spin) (kJ/mol): 117.5